[1]
Formula: C27H52Cl2N3O5RuSi
Source: the OMol25 dataset
Level of theory: ωB97M-V/def2-TZVPD

The geometry in XYZ format:
```
91
Properties=species:S:1:pos:R:3:mulliken_spin:R:1
Ru -0.067 -0.152 3.157 3.216
Cl 1.056 -2.231 3.981 0.049
Cl 1.368 -0.361 1.376 0.221
Si -0.668 0.308 -3.659 -0.002
O -1.053 1.418 1.839 0.024
O 0.300 -0.480 -4.766 0.000
O -1.832 0.685 4.439 0.045
O 0.528 -0.058 5.123 -0.179
O -1.467 -1.261 2.195 0.034
N -0.949 -3.472 1.759 0.016
N -2.341 1.053 6.623 0.050
N -0.943 3.125 0.300 0.007
C 3.284 -3.139 -6.948 0.000
C 3.247 -1.718 -4.231 -0.002
C -0.132 -4.563 2.271 0.000
C 0.783 -0.632 7.990 0.051
C -1.112 -3.354 0.332 0.010
C 2.535 1.578 -6.865 0.000
C 2.456 -1.957 -6.611 0.000
C 1.965 0.695 6.280 0.512
C -3.744 1.211 6.279 -0.002
C -1.333 -2.483 2.559 0.034
C 1.464 0.729 -6.535 0.000
C 0.372 0.589 -7.397 0.000
C -0.129 -0.181 -1.959 0.006
C -1.829 1.356 7.951 0.034
C 0.342 1.326 -8.589 0.000
C -1.525 1.049 5.567 0.015
C 1.583 -0.082 -5.254 0.000
C -0.382 2.256 1.156 0.012
C 2.469 -1.326 -5.426 0.000
C 1.401 2.179 -8.913 0.000
C -2.392 -0.257 -4.009 0.000
C -0.182 4.247 -0.230 0.001
C -0.489 2.151 -3.886 0.000
C 2.503 2.303 -8.052 0.000
C -2.311 2.957 -0.140 0.000
C -0.943 -1.541 6.643 0.075
C 0.011 -0.370 6.592 0.776
H 2.672 -1.546 -3.302 0.002
H -3.943 2.288 6.202 0.002
H -1.933 -2.661 0.099 -0.002
H -3.131 0.386 -3.487 0.000
H -0.610 2.455 -4.948 0.000
H 0.057 -0.959 8.713 -0.005
H 0.797 4.261 0.266 0.000
H -0.187 -3.008 -0.156 0.001
H -1.544 -2.748 3.622 0.017
H -4.301 0.719 7.083 0.002
H 3.352 -3.871 -6.130 0.000
H -0.755 1.215 8.018 -0.016
H 2.424 -0.251 6.062 0.001
H -3.903 0.733 5.303 0.003
H 3.550 -2.770 -4.270 0.000
H -2.298 0.682 8.633 -0.005
H 0.870 -4.526 1.821 0.003
H 1.372 2.752 -9.840 0.000
H -0.222 -1.277 -1.797 -0.003
H -2.850 2.278 0.532 0.001
H 1.307 0.192 8.455 0.000
H -0.040 4.150 -1.317 0.000
H 4.183 -1.115 -4.131 0.000
H -1.266 2.687 -3.301 0.000
H -1.472 -1.522 7.593 0.005
H -0.599 1.171 5.978 -0.020
H 1.862 1.424 5.506 0.009
H -2.622 -0.230 -5.094 0.000
H -1.357 -4.347 -0.060 0.002
H 1.447 -1.422 7.819 0.003
H 0.719 2.274 1.223 -0.008
H 0.924 0.090 -1.737 0.000
H -0.751 0.313 -1.183 -0.003
H 2.073 0.543 -4.487 0.000
H -2.804 3.933 -0.165 0.000
H -0.027 -4.449 3.355 0.002
H 4.312 -2.872 -7.255 0.000
H 3.336 2.965 -8.299 0.000
H -0.597 -5.519 2.020 0.000
H 3.380 1.617 -6.172 0.000
H -1.652 -1.579 5.819 -0.012
H -2.541 -1.301 -3.662 0.000
H -0.437 -0.100 -7.125 0.000
H -0.714 5.187 -0.022 0.000
H 2.119 1.177 7.243 0.001
H 0.500 2.530 -3.552 0.000
H 2.834 -3.653 -7.819 0.000
H -0.521 1.217 -9.250 0.000
H -2.342 2.543 -1.166 0.000
H -0.321 -2.447 6.640 0.019
H 1.829 -1.582 -7.412 0.000
H -2.026 2.376 8.193 0.000
```

Multiplicity   6
Lowest unoccupied orbital energy (spin up / spin down)   -0.5 / -0.1 eV
Highest occupied orbital energy (spin up / spin down)   -6.10 / -6.92 eV
Orbital gap (spin up / spin down)   5.61 / 6.84 eV
⟨S²⟩   8.89

[2]
Formula: C6H11Br
Source: the OMol25 dataset
Level of theory: ωB97M-V/def2-TZVPD

The geometry in XYZ format:
```
18
Properties=species:S:1:pos:R:3:mulliken_charge:R:1
Br 3.924 0.618 1.471 -0.334
C 0.036 -1.985 0.006 -1.262
C -0.266 1.875 -0.342 -1.635
C -0.569 0.471 0.055 1.185
C 1.480 -0.254 -1.008 -1.658
C 0.308 -0.527 -0.326 1.276
C -1.816 0.137 0.795 -1.281
H 1.815 0.748 -1.280 0.340
H -2.467 -0.563 0.232 0.302
H -2.358 1.085 0.930 0.384
H 0.666 2.281 0.095 0.347
H -1.646 -0.319 1.792 0.307
H -0.014 -2.125 1.097 0.298
H 2.184 -1.047 -1.217 0.311
H -1.102 2.501 -0.004 0.364
H 0.891 -2.537 -0.408 0.384
H -0.893 -2.362 -0.452 0.295
H -0.172 2.003 -1.436 0.376
```

Lowest unoccupied orbital energy (spin up / spin down)   -1.2 / -3.0 eV
Highest occupied orbital energy (spin up / spin down)   -9.49 / -7.45 eV
Orbital gap (spin up / spin down)   8.30 / 4.45 eV

[3]
Formula: C21H63GeN6O3P2PdSi3
Source: the OMol25 dataset
Level of theory: ωB97M-V/def2-TZVPD

The geometry in XYZ format:
```
100
Properties=species:S:1:pos:R:3:mulliken_spin:R:1
Pd 0.211 -0.827 0.308 0.404
Ge -0.443 1.651 0.273 0.206
P -0.733 -2.868 1.001 0.160
P 0.901 -0.785 -2.516 -0.015
Si -0.971 2.397 2.499 0.021
Si 1.252 3.205 -0.460 0.013
Si -2.311 1.997 -1.208 -0.009
O 0.296 -3.769 1.594 0.065
O -0.391 -0.886 -1.660 -0.040
O 2.009 0.039 -1.963 -0.016
N -1.794 -2.347 2.229 0.036
N 0.352 -0.220 -3.981 -0.002
N 1.522 -2.321 -2.778 0.002
N 0.830 -0.700 2.284 -0.064
N 3.195 -0.306 0.622 0.000
N -1.608 -3.727 -0.130 0.098
C 2.830 3.111 0.555 0.002
C 1.809 -1.666 2.886 0.019
C 0.583 -3.372 -3.132 0.004
C -1.398 -5.150 -0.334 -0.005
C 1.748 3.132 -2.257 -0.002
C -2.245 -3.431 3.105 0.008
C -2.023 1.216 3.522 -0.006
C -3.458 3.328 -0.539 0.007
C -1.962 3.995 2.513 0.017
C 4.317 -1.032 2.646 0.001
C 4.325 -0.039 1.502 0.002
C 2.598 -2.795 -1.921 0.018
C -2.900 -1.493 1.816 0.015
C -1.676 2.596 -2.865 0.002
C 0.608 2.784 3.457 -0.001
C -2.548 -3.104 -1.038 -0.014
C 1.353 -0.002 -5.014 0.001
C 0.488 4.900 -0.144 0.047
C -0.970 -0.526 -4.499 0.000
C -3.389 0.501 -1.524 -0.004
C 3.050 -1.017 3.497 -0.003
H -3.674 -2.047 1.269 0.002
H -1.046 -5.356 -1.350 0.000
H -0.965 -1.412 -5.149 0.000
H 1.116 3.646 3.016 0.001
H -3.004 3.825 2.239 -0.001
H -4.011 2.980 0.337 0.001
H -1.946 4.382 3.539 0.003
H 3.327 -2.003 -1.773 -0.002
H 5.180 -0.844 3.290 0.000
H -3.365 -1.048 2.698 0.000
H -3.913 0.163 -0.628 0.001
H 0.340 3.047 4.485 0.000
H 1.342 1.976 3.507 0.000
H -1.712 0.172 3.560 0.001
H 2.233 -3.141 -0.941 0.003
H 4.459 -2.043 2.243 0.000
H 3.146 0.282 -0.197 -0.011
H 1.263 -2.196 3.664 0.006
H 0.430 5.129 0.923 -0.003
H -3.054 1.237 3.159 0.001
H 4.224 0.974 1.904 0.000
H 1.030 0.810 -5.669 0.000
H 1.090 -4.151 -3.707 0.000
H 3.095 -3.640 -2.403 0.002
H 0.141 -3.829 -2.239 0.000
H -1.402 -4.066 3.368 0.002
H -2.665 -3.000 4.016 0.000
H 2.687 2.702 1.555 -0.001
H 2.179 2.157 -2.488 0.001
H -0.039 -0.752 2.807 0.003
H -2.949 4.256 -0.271 -0.003
H -2.812 -0.324 -1.940 0.001
H 0.925 3.323 -2.945 0.000
H -0.665 -5.519 0.378 0.005
H -1.313 3.624 -2.786 0.002
H -1.564 4.769 1.858 -0.005
H -2.293 -3.340 -2.076 0.001
H -2.029 1.600 4.548 -0.001
H -4.146 0.795 -2.258 -0.002
H -4.191 3.561 -1.320 0.003
H -2.499 2.590 -3.587 0.000
H 2.504 3.910 -2.409 0.000
H 3.247 -1.250 0.254 0.002
H -0.514 5.003 -0.570 -0.003
H -2.504 -2.025 -0.933 0.008
H 2.300 0.281 -4.558 0.000
H 2.065 -2.419 2.148 -0.006
H -1.335 0.316 -5.093 0.000
H 1.127 5.657 -0.611 0.005
H -2.532 -0.687 1.182 -0.006
H -0.228 -2.978 -3.743 0.000
H 1.512 -0.901 -5.623 0.000
H 3.240 4.121 0.658 0.000
H -3.573 -3.444 -0.850 0.001
H -2.341 -5.690 -0.191 0.002
H 3.580 2.505 0.042 0.001
H 2.822 0.007 3.823 0.001
H -1.665 -0.692 -3.679 -0.001
H -0.865 1.974 -3.250 0.000
H 3.266 -1.564 4.418 -0.001
H -3.019 -4.043 2.624 -0.002
H 1.203 0.238 2.378 0.022
H 5.299 -0.077 0.996 0.000
```

Multiplicity   2
Lowest unoccupied orbital energy (spin up / spin down)   0.3 / -1.3 eV
Highest occupied orbital energy (spin up / spin down)   -6.80 / -8.22 eV
Orbital gap (spin up / spin down)   7.08 / 6.93 eV
⟨S²⟩   0.78

Sequential energy above the lowest of the compared OMol25 structures with the same formula, charge and spin output: 664.8 181.7 66.1 kJ/mol